The following is a quantum chemistry calculation of an isolated ion of composition C9H11N4 and charge +1 at a distorted geometry, from the OMol25 dataset.

Summary:
**Gap between HOMO and LUMO**: 9.5797 eV
**Calculated total energy**: -15464.38412 eV
**Charge**: +1
**ΔE to the lowest compared entry with this formula, charge and spin**: 1.124 eV
**SMILES**: N#C[C@H]([NH+]=C(N)N)c1ccccc1
**HOMO**: -12.79 eV

XYZ file:
```
24
Properties=species:S:1:pos:R:3:forces:R:3:lowdin_charge:R:1
N -1.06338 -1.90371 -2.38552 -0.28 -0.72 -1.55 0.229
C -1.00690 -1.09191 -1.59197 0.56 0.67 2.24 -0.177
C -0.85610 -0.39395 -0.28664 -0.41 -0.01 1.29 -0.218
N -0.69994 1.05447 -0.39321 0.13 2.13 -1.45 0.124
C -1.31855 1.85715 -1.27927 1.06 2.73 3.48 -0.417
N -1.13115 3.21372 -1.01964 -1.02 0.48 -2.30 0.165
N -2.12999 1.42283 -2.17110 0.08 -3.27 -2.09 0.238
C 0.36084 -0.91937 0.46947 -0.57 -0.71 -0.79 -0.220
C 0.12182 -1.59495 1.66520 -0.81 1.04 0.21 -0.039
C 1.18864 -2.04162 2.44014 -2.36 0.29 1.44 -0.059
C 2.47477 -1.77840 2.00950 0.41 -1.00 2.34 -0.075
C 2.68812 -1.14239 0.83423 -1.56 0.51 -1.57 -0.054
C 1.64243 -0.75743 -0.03085 0.08 -1.22 3.68 -0.004
H -1.78040 -0.61592 0.34640 1.03 0.22 -1.00 0.176
H -0.07234 1.67912 0.14129 0.08 -1.98 0.14 0.179
H -1.37030 4.00367 -1.72572 0.51 -2.34 1.68 0.180
H -0.77665 3.53547 -0.12457 -0.17 -0.25 -0.33 0.117
H -2.97074 1.85356 -2.41609 -1.08 1.21 -0.59 0.129
H -2.03553 0.42127 -2.48462 -0.30 1.50 0.43 0.130
H -0.92786 -1.48845 2.06202 1.25 -0.78 -0.29 0.133
H 0.83923 -2.35555 3.48576 1.35 0.03 -1.62 0.145
H 3.26431 -2.00942 2.74311 -0.11 0.18 -0.80 0.129
H 3.60446 -0.77279 0.52332 2.03 0.08 -0.22 0.094
H 1.95521 -0.17540 -0.81123 0.09 1.21 -2.35 0.092
```
Positions in Å, forces in eV/Å.